H4O2 | ωB97M-V/def2-TZVPD

## Properties
Kohn-Sham gap	12.0	eV
2S+1	1
ΔE to the lowest compared entry with this formula, charge and spin	35.0	kJ/mol
net charge	0
highest occupied orbital energy	-0.418	Ha

Bonds (Å) are listed after each position.
Geometry (Å):
1 O 1.27 -0.22 -0.09  H2 0.930, H3 0.943
2 H 2.06 -0.11 0.39  O1 0.930
3 H 0.77 0.56 -0.27  O1 0.943
4 O -1.77 -0.21 -0.04  H5 0.974, H6 1.023
5 H -1.44 0.70 0.08  O4 0.974
6 H -0.89 -0.72 -0.07  O4 1.023